[1]
ORCA calculation (ωB97M-V/def2-TZVPD) on a single C4H7FINS molecule at a distorted geometry.

Results
DFT total energy	-27400.032	eV
LUMO (alpha / beta)	-0.07647 / -0.06974	Eh
highest occupied orbital energy (alpha / beta)	-0.25451 / -0.26530	Eh

Positions of all 15 atoms, in Å:
1 C -0.448 0.266 0.811
2 C 0.394 -1.025 0.831
3 C -0.602 0.894 -0.519
4 C -1.301 0.437 -1.750
5 N 1.788 -0.809 0.780
6 F 0.001 2.133 -0.570
7 S 2.628 -0.310 -0.523
8 I 2.736 -0.300 2.986
9 H -1.293 -0.019 1.302
10 H 0.115 1.034 1.381
11 H 0.249 -1.644 1.682
12 H 0.239 -1.506 -0.095
13 H -2.140 -0.238 -1.551
14 H -0.690 -0.112 -2.373
15 H -1.677 1.199 -2.393

***

[2]
ORCA calculation (ωB97M-V/def2-TZVPD) on 8 unconnected molecules or ions with the total composition CH17O11P at a distorted geometry.

Results
DFT total energy	-33123.854	eV
LUMO	0.16881	Eh
highest occupied orbital energy	0.04825	Eh
charge	-2

Positions of all 30 atoms, in Å:
1 O 0.228 -0.122 0.863
2 H 0.107 -0.741 0.140
3 H -0.511 -0.160 1.474
4 H 0.396 0.775 0.565
5 O 1.069 0.356 -2.863
6 H 1.714 0.717 -2.250
7 H 0.718 -0.452 -2.483
8 H 0.380 1.001 -3.038
9 C -0.400 -2.984 -1.636
10 O 0.271 -1.774 -1.396
11 H 0.101 -3.806 -1.124
12 H -1.473 -2.936 -1.451
13 H -0.067 -3.216 -2.648
14 P 1.734 2.535 -0.120
15 O 1.568 3.863 -1.001
16 O 2.649 2.896 1.071
17 O 2.312 1.411 -1.022
18 O 0.306 2.183 0.258
19 O -0.442 3.308 2.677
20 H -0.725 4.174 2.384
21 H -0.262 2.829 1.868
22 O -1.943 -0.087 2.277
23 H -2.533 0.666 2.291
24 H -2.315 -0.695 2.917
25 O -2.151 0.308 -0.978
26 H -1.729 1.152 -1.137
27 H -1.584 -0.329 -1.413
28 O 0.498 -3.605 2.068
29 H 1.293 -3.877 2.525
30 H 0.791 -3.387 1.183

***

[3]
ORCA calculation (ωB97M-V/def2-TZVPD) on a molecular structure, C27H34IN2NiO2Sb2 at a distorted geometry.

Results
⟨S²⟩	2.0192
spin multiplicity	3
DFT total energy	-97843.496	eV
LUMO (alpha / beta)	0.08853 / 0.08621	Eh
highest occupied orbital energy (alpha / beta)	-0.14350 / -0.17391	Eh
charge	-1

Positions of all 69 atoms, in Å:
1 Ni -1.807 -2.137 -0.386
2 C 0.776 -1.796 3.574
3 C 0.066 -0.540 3.179
4 N 0.147 0.481 4.001
5 C -0.535 1.594 3.733
6 C -1.446 1.686 2.705
7 C -2.250 2.941 2.505
8 O -3.618 2.719 2.809
9 C -1.560 0.608 1.802
10 C -2.614 0.541 0.841
11 N -2.542 -0.267 -0.172
12 C -3.548 -0.505 -1.107
13 C -4.531 0.369 -1.556
14 C -5.390 -0.074 -2.547
15 C -5.304 -1.371 -3.020
16 C -4.330 -2.249 -2.544
17 C -3.398 -1.816 -1.621
18 I -2.388 -4.003 1.262
19 C -0.644 -0.492 1.939
20 O -0.446 -1.390 1.043
21 H 1.580 -1.564 4.266
22 H 1.172 -2.285 2.692
23 H 0.065 -2.473 4.054
24 H -0.348 2.422 4.406
25 H -2.147 3.283 1.460
26 H -1.848 3.725 3.164
27 H -4.095 3.542 2.668
28 H -3.531 1.094 1.059
29 H -4.608 1.375 -1.169
30 H -6.138 0.592 -2.954
31 H -5.996 -1.712 -3.779
32 H -4.303 -3.262 -2.928
33 C 3.646 -2.503 -1.491
34 Sb 1.740 -2.058 -0.511
35 C 2.141 -3.797 0.782
36 C 2.728 -0.602 0.828
37 C 3.350 0.520 0.109
38 C 4.713 0.468 -0.171
39 C 5.374 1.513 -0.786
40 C 4.669 2.652 -1.132
41 C 3.314 2.716 -0.876
42 C 2.630 1.667 -0.269
43 C 1.186 1.817 -0.025
44 Sb -0.083 0.959 -1.628
45 C -1.449 2.682 -1.560
46 C 1.085 1.946 -3.191
47 H 4.401 -2.756 -0.756
48 H 3.988 -1.647 -2.061
49 H 3.525 -3.345 -2.165
50 H 2.963 -3.571 1.457
51 H 2.441 -4.618 0.135
52 H 1.271 -4.097 1.357
53 H 3.481 -1.174 1.368
54 H 1.967 -0.261 1.522
55 H 5.270 -0.411 0.123
56 H 6.437 1.447 -0.974
57 H 5.174 3.489 -1.593
58 H 2.766 3.610 -1.143
59 H 0.912 2.870 0.011
60 H 0.868 1.339 0.894
61 H -0.932 3.568 -1.200
62 H -2.282 2.460 -0.902
63 H -1.843 2.876 -2.553
64 H 1.267 2.979 -2.923
65 H 0.530 1.917 -4.123
66 H 2.037 1.448 -3.337
67 C -1.370 -4.014 -0.737
68 H -0.388 -4.431 -0.524
69 H -1.970 -4.700 -1.332

***

[4]
ORCA calculation (ωB97M-V/def2-TZVPD) on a molecular structure, C7H23FeNO16V at a distorted geometry.

Results
⟨S²⟩	20.0299
spin multiplicity	9
DFT total energy	-101941.270	eV
LUMO (alpha / beta)	0.06980 / 0.06821	Eh
highest occupied orbital energy (alpha / beta)	-0.11387 / -0.14927	Eh
charge	-1

Positions of all 49 atoms, in Å:
1 V -12.885 -14.303 18.681
2 Fe -9.767 -12.191 18.836
3 C -10.412 -15.108 18.142
4 O -11.394 -15.091 17.421
5 O -9.739 -14.088 18.111
6 O -11.012 -15.109 19.206
7 C -8.734 -13.513 21.088
8 O -9.696 -12.786 20.963
9 O -8.107 -13.094 22.052
10 O -8.380 -12.617 20.266
11 C -12.326 -11.661 18.087
12 O -11.244 -11.566 17.529
13 O -13.159 -12.464 17.691
14 O -11.827 -12.321 19.010
15 O -14.150 -14.936 16.681
16 H -14.191 -14.370 15.910
17 H -14.969 -15.431 16.659
18 O -13.594 -16.208 19.232
19 H -13.863 -16.518 20.097
20 H -13.469 -17.006 18.718
21 O -11.105 -13.334 15.248
22 H -10.962 -14.048 15.869
23 H -11.074 -12.541 15.782
24 O -8.376 -11.501 17.479
25 H -8.358 -11.458 16.523
26 H -7.556 -11.091 17.753
27 O -9.686 -16.876 20.932
28 H -10.256 -17.638 20.827
29 H -10.065 -16.212 20.356
30 O -13.072 -14.097 20.861
31 H -13.285 -13.413 21.496
32 H -12.692 -14.801 21.386
33 C -9.987 -18.163 15.730
34 C -10.942 -17.875 14.550
35 C -11.188 -19.110 13.653
36 O -11.927 -18.633 12.547
37 C -11.739 -19.436 11.379
38 N -12.223 -17.330 15.015
39 H -9.063 -18.675 15.460
40 H -10.495 -18.914 16.334
41 H -9.737 -17.340 16.400
42 H -10.543 -17.137 13.855
43 H -11.791 -19.864 14.160
44 H -10.237 -19.606 13.461
45 H -12.397 -18.908 10.689
46 H -12.064 -20.462 11.552
47 H -10.677 -19.445 11.134
48 H -12.741 -16.994 14.215
49 H -12.062 -16.444 15.473